Entry from the Open Molecules 2025 dataset: C38H38Cl3N4OTi as an isolated structure (ωB97M-V/def2-TZVPD).

```
85
Properties=species:S:1:pos:R:3:forces:R:3
Ti -0.680383 -0.215749 -0.161942 0.2 -0.2 -0.3
C 3.170329 0.691604 -0.249913 0.0 -0.1 0.0
C 2.536128 -0.540737 -0.302960 0.1 0.0 0.0
C 1.730322 -0.951069 0.760352 -0.2 0.1 0.1
C 1.519933 -0.089562 1.843942 -0.1 -0.2 0.0
C 2.144961 1.151741 1.880406 0.1 0.1 0.0
C 2.983152 1.530568 0.843513 0.0 0.0 0.0
H 3.828464 0.993052 -1.054467 0.0 0.0 0.0
H 2.693265 -1.201422 -1.144782 0.0 0.0 0.0
H 1.340590 -1.963198 0.775701 0.0 0.0 0.0
H 0.927347 -0.413220 2.692800 0.0 0.0 0.0
H 2.009978 1.801072 2.735790 0.0 0.0 0.0
H 3.499838 2.480820 0.885512 0.0 0.0 0.0
Cl 1.020055 -2.093006 -4.354425 0.0 0.0 0.0
C -0.487893 -1.299516 -4.158382 0.1 0.1 0.1
C -1.358140 -1.162680 -5.262728 -0.1 0.0 -0.1
C -2.561850 -0.529319 -5.142074 0.1 0.0 0.0
Cl -3.592754 -0.372339 -6.509253 0.0 0.0 0.0
C -2.976792 -0.001073 -3.887654 0.1 0.0 0.1
C -4.195575 0.650954 -3.628391 0.0 0.0 0.0
C -4.468991 1.087742 -2.356178 -0.1 0.0 0.0
C -3.539193 0.871700 -1.334945 0.1 0.0 0.0
N -2.380372 0.267601 -1.540561 -0.1 0.0 0.4
C -2.094516 -0.154827 -2.802926 0.0 -0.1 -0.2
C -0.838165 -0.787886 -2.936640 -0.2 0.0 -0.2
O -0.099989 -0.843101 -1.819451 0.0 0.1 0.3
H -1.054417 -1.567057 -6.218364 0.0 0.0 0.0
H -4.903914 0.797527 -4.432520 0.0 0.0 0.0
H -5.397631 1.590180 -2.127672 0.0 0.0 0.0
H -3.748980 1.199606 -0.324364 0.0 0.0 0.0
C -5.485244 2.560352 4.467205 0.0 0.0 0.0
C -3.969675 2.699089 4.677912 0.0 0.0 0.1
C -3.619652 4.184060 4.778498 0.0 0.0 0.0
C -3.559380 1.995350 5.984057 0.0 0.0 0.0
C -3.241428 2.014776 3.536704 0.0 -0.1 0.0
C -3.496634 0.674166 3.231018 0.0 0.1 0.0
C -2.813938 0.061991 2.208091 0.0 0.0 0.0
N -1.888778 0.685857 1.458972 0.1 0.1 0.0
C -1.644689 1.988793 1.719751 -0.2 -0.1 0.1
C -2.296758 2.658351 2.743044 0.1 0.0 0.0
C -0.710202 2.658474 0.789120 0.1 0.2 -0.2
C -0.440833 4.016583 0.824848 0.0 -0.1 0.1
C 0.382549 4.605607 -0.131705 0.0 0.0 -0.1
C 0.894555 3.761303 -1.118826 0.0 0.1 0.1
C 0.599306 2.418072 -1.093541 0.0 -0.1 -0.1
N -0.182096 1.864594 -0.156963 -0.1 0.1 -0.1
C 0.723204 6.085528 -0.128440 0.0 0.1 0.0
C 0.012612 6.841720 0.994423 0.0 0.0 0.0
C 2.243327 6.222704 0.062246 0.0 0.0 0.0
C 0.307238 6.697704 -1.475300 0.0 0.0 0.0
H -6.007610 3.067113 5.278124 0.0 0.0 0.0
H -5.810887 1.520335 4.470777 0.0 0.0 0.0
H -5.795405 3.020805 3.527677 0.0 0.0 0.0
H -4.188817 4.630100 5.592725 0.0 0.0 0.0
H -3.878294 4.722819 3.864455 0.0 0.0 0.0
H -2.562384 4.341084 5.001152 0.0 0.0 0.0
H -4.076814 2.461322 6.822338 0.0 0.0 0.0
H -2.485474 2.082937 6.156310 0.0 0.0 0.0
H -3.823516 0.937405 5.972712 0.0 0.0 0.0
H -4.226270 0.101845 3.785518 0.0 0.0 0.0
H -3.020082 -0.969260 1.958242 0.0 0.0 0.0
H -2.075552 3.698219 2.921102 0.0 0.0 0.0
H -0.882459 4.629563 1.593913 0.0 0.0 0.0
H 1.526402 4.144401 -1.907459 0.0 0.0 0.0
H 0.989414 1.743515 -1.845395 0.0 0.0 0.0
H 0.306145 6.481483 1.982608 0.0 0.0 0.0
H -1.073626 6.782448 0.898737 0.0 0.0 0.0
H 0.286036 7.894663 0.941377 0.0 0.0 0.0
H 2.556946 5.791490 1.014895 0.0 0.0 0.0
H 2.516626 7.277587 0.062275 0.0 0.0 0.0
H 2.798371 5.734325 -0.739401 0.0 0.0 0.0
H -0.767047 6.592323 -1.635383 0.0 0.0 0.0
H 0.829115 6.240856 -2.316072 0.0 0.0 0.0
H 0.546963 7.760746 -1.478705 0.0 0.0 0.0
Cl -1.030036 -4.515512 3.757674 0.0 0.0 0.0
C -1.395605 -3.990792 2.167371 0.0 0.0 -0.1
C -2.000425 -4.837162 1.246821 0.0 0.0 0.0
C -2.266517 -4.347610 -0.019561 0.0 0.0 0.0
C -1.925510 -3.042982 -0.328354 0.0 0.0 0.0
N -1.340869 -2.228486 0.560466 0.0 0.2 0.0
C -1.079603 -2.699833 1.786896 0.0 -0.1 0.0
H -2.252023 -5.852188 1.522823 0.0 0.0 0.0
H -2.734005 -4.972666 -0.766728 0.0 0.0 0.0
H -2.116614 -2.636157 -1.313218 0.0 0.0 0.0
H -0.607662 -2.030419 2.495450 0.0 0.0 0.0
```
Forces are in eV/Å.

Calculated values
Net charge: +2
Molecular weight, g mol⁻¹: 720.98
Kohn-Sham gap (alpha / beta), eV: 7.13 / 7.15
HOMO energy (alpha / beta), eV: -13.287 / -13.300
Multiplicity: 2

***

Entry from the Open Molecules 2025 dataset: a 2-piece molecular cluster, C4H3N3 overall in a non-equilibrium geometry (ωB97M-V/def2-TZVPD).

```
10
Properties=species:S:1:pos:R:3:forces:R:3
C 2.170143 -0.738704 -1.643062 -0.4 -0.2 -0.8
C 1.010680 1.790335 1.585200 1.4 4.2 -1.3
C -0.021666 -0.735003 -0.711234 -3.0 1.2 0.9
C 1.236292 -1.009455 -0.644860 0.1 1.1 -1.6
N 2.757540 -0.744175 -2.624094 1.0 0.5 -0.6
N 0.692347 0.710300 1.633460 -0.7 -2.2 0.8
N -1.176403 -0.386234 -0.470885 2.0 0.2 -0.7
H 1.359193 2.826773 1.297629 -0.7 -1.8 0.8
H 1.491272 -1.666773 0.067367 1.0 -2.3 2.6
H -1.872902 -0.793166 -1.059636 -0.8 -0.6 -0.2
```
Forces are in eV/Å.

Calculated values
Molecular weight, g mol⁻¹: 93.09
Kohn-Sham gap, eV: 10.11
SMILES: N#CC=C=N.C#N
HOMO energy, eV: -9.487
Multiplicity: 1

***

Entry from the Open Molecules 2025 dataset: one molecule with the formula C4H4N2S in a non-equilibrium geometry (ωB97M-V/def2-TZVPD).

```
11
Properties=species:S:1:pos:R:3:forces:R:3
C -0.432644 -0.396807 0.549636 2.8 3.0 -1.3
C -0.707620 0.449638 -0.585182 -2.9 -0.9 0.7
C 0.348559 0.485068 -1.454683 2.9 -2.1 0.2
C 1.399056 -0.363049 -0.662314 0.2 -0.1 2.5
H -1.752940 0.218533 1.926845 -1.8 1.2 0.1
H -0.488923 -0.666636 2.624918 -0.5 0.2 -1.8
H -1.674553 0.856719 -0.925744 0.4 -0.3 0.8
H 2.493110 -0.385839 -0.757608 -0.5 -0.1 -0.9
N -0.969986 -0.317695 1.757935 1.9 -2.4 1.3
N 0.997772 -0.866275 0.479684 -1.9 0.9 -1.8
S 0.788170 0.986343 -2.953488 -0.5 0.4 0.3
```
Forces are in eV/Å.

Calculated values
Molecular weight, g mol⁻¹: 112.16
Kohn-Sham gap, eV: 6.97
SMILES: NC1=CC(=S)C=N1
HOMO energy, eV: -8.213
Multiplicity: 1

***

Entry from the Open Molecules 2025 dataset: C11H22F4IN5O3S as an isolated structure in a non-equilibrium geometry (ωB97M-V/def2-TZVPD).

```
47
Properties=species:S:1:pos:R:3:forces:R:3
N 0.085064 2.169485 -2.623556 -0.4 -0.6 0.5
C -0.826931 2.741009 -1.671613 -0.2 0.6 -0.2
C -0.267024 3.292971 -0.354585 0.3 0.1 0.1
O 1.081576 3.760624 -0.452798 0.0 0.0 0.1
C -0.372005 2.372232 0.850261 -0.2 -0.4 0.4
N 0.672009 1.342081 1.069541 0.5 0.3 -0.2
C 1.797491 1.802149 1.859718 0.0 -0.3 -0.2
S 3.353669 2.025558 0.940529 -0.5 0.2 0.3
O 4.356433 1.759110 1.933923 0.2 0.0 -0.2
O 3.234423 1.305526 -0.285238 0.2 -0.2 0.1
C 0.647370 0.064679 0.666200 -0.4 -0.6 -0.5
N 1.551200 -0.868034 1.089589 0.0 0.6 0.5
C 0.986869 -1.840760 2.056509 -0.1 -0.2 -0.3
C -0.452655 -2.200656 1.645485 0.1 0.2 0.0
C -0.742678 -1.875426 0.177258 0.0 0.0 -0.5
C -2.254434 -1.859259 -0.086820 -0.3 0.0 -0.2
N -2.624433 -1.652179 -1.480710 0.3 0.2 0.5
C -0.019012 -2.929458 -0.728538 -0.4 0.3 0.4
F 1.173012 -3.251164 -0.175745 0.5 -0.1 0.2
F 0.212180 -2.420397 -1.924045 0.2 0.3 -0.7
C -0.787076 -4.279505 -0.875373 0.0 0.4 0.7
F 0.100177 -5.280827 -0.943481 0.5 -0.5 -0.1
F -1.495167 -4.260010 -1.983875 -0.6 -0.1 -0.9
N -0.319926 -0.459502 -0.101924 -0.2 0.3 1.2
H 0.270257 2.815041 -3.378897 0.1 0.1 0.0
H -0.495990 1.405514 -3.062262 1.2 0.7 0.1
H -1.563514 1.966041 -1.425012 -0.2 0.1 0.1
H -1.414958 3.574879 -2.075945 -0.1 -0.1 -0.2
H -0.907610 4.149471 -0.116190 -0.1 -0.1 0.2
H 1.182373 4.495075 0.164905 -0.1 0.1 -0.2
H -1.362810 1.912380 0.907172 0.1 -0.1 -0.1
H -0.287007 2.990129 1.744022 -0.2 0.0 0.1
H 2.113874 1.088796 2.623494 -0.2 -0.1 0.0
H 1.506252 2.717368 2.362969 0.3 0.1 0.0
H 3.367267 3.349615 0.699314 0.1 0.1 -0.2
H 2.458344 -0.500058 1.323232 0.1 -0.2 0.1
H 0.989468 -1.428879 3.068048 0.0 0.1 0.0
H 1.628042 -2.713705 2.045827 0.0 0.0 0.0
H -0.641099 -3.258944 1.822098 0.0 0.0 0.1
H -1.159298 -1.628405 2.250087 -0.1 -0.1 0.0
H -2.653686 -1.079626 0.576794 -0.1 0.0 0.1
H -2.688623 -2.795144 0.281338 0.1 0.0 0.1
H -3.394591 -1.005321 -1.578227 0.0 -0.1 -0.1
H -1.875169 -1.304565 -2.079040 -0.1 0.0 -0.2
H -1.445473 -4.484046 -0.031703 -0.1 0.0 0.2
H -1.123975 0.143725 -0.235113 0.1 0.0 -0.5
I -1.592203 0.132412 -4.487620 -0.6 -0.5 -0.3
```
Forces are in eV/Å.

Calculated values
Molecular weight, g mol⁻¹: 507.29
Kohn-Sham gap, eV: 5.69
HOMO energy, eV: -6.433
Multiplicity: 1

***

Entry from the Open Molecules 2025 dataset: C19H26F3IrNOP2 as an isolated structure (ωB97M-V/def2-TZVPD).

```
53
Properties=species:S:1:pos:R:3:forces:R:3
Ir 0.044093 0.202524 -0.363242 0.5 0.3 0.4
C 3.286665 -0.508615 0.014057 0.0 0.0 0.0
P 2.255876 0.560836 -1.044786 -0.2 -0.1 -0.2
C 2.857068 0.256220 -2.729003 0.1 0.1 0.0
C 2.836719 2.200774 -0.518910 -0.3 0.0 0.2
C 4.039628 2.747111 -0.947551 0.0 0.0 0.0
C 4.476044 3.956678 -0.430277 0.0 0.1 0.1
C 3.719103 4.618168 0.528421 0.1 0.0 -0.1
C 2.522969 4.072564 0.968969 0.0 0.1 0.0
C 2.069192 2.865075 0.452351 0.1 -0.2 -0.1
P 0.457423 2.154012 0.953345 -0.3 0.1 -0.2
C -0.678032 3.462610 0.371716 0.0 0.1 0.1
C 0.379720 2.329835 2.762167 0.1 0.0 0.0
H 4.331916 -0.389145 -0.276635 0.0 0.0 0.0
H 3.003041 -1.554705 -0.065582 0.0 0.0 -0.1
H 3.171359 -0.194851 1.050435 0.0 0.0 0.0
H 3.935767 0.392043 -2.815653 0.0 0.0 0.0
H 2.349050 0.917174 -3.429146 0.0 0.0 0.0
H 2.614598 -0.775237 -2.985518 0.0 0.0 0.0
H 4.648185 2.236780 -1.682976 0.0 0.0 0.0
H 5.410273 4.381673 -0.770106 0.0 0.0 0.0
H 4.062600 5.561636 0.929713 0.0 0.0 0.0
H 1.945264 4.606424 1.713435 0.0 0.0 0.0
H -0.360279 4.435027 0.750334 0.0 0.0 0.0
H -1.694057 3.267367 0.713799 0.0 0.0 0.0
H -0.676822 3.487068 -0.716872 0.0 0.0 0.0
H 0.526542 3.361532 3.083263 0.0 0.0 0.0
H 1.134622 1.696108 3.225977 0.0 0.0 0.0
H -0.601176 1.996595 3.101594 0.0 0.0 0.0
F -6.863568 0.381377 -1.943453 0.0 0.0 0.1
C -6.289608 -0.216557 -0.891243 -0.1 0.0 0.0
F -6.954811 0.149459 0.209517 0.0 0.0 -0.1
F -6.442898 -1.542815 -1.043788 0.0 0.1 0.0
C -4.823108 0.133519 -0.800197 0.0 0.0 -0.1
C -4.239095 0.435405 0.418367 0.0 0.0 -0.1
C -2.880662 0.687117 0.444811 0.1 0.0 -0.1
N -2.123294 0.674718 -0.655701 0.1 -0.3 -0.4
C -2.702299 0.400362 -1.836912 0.0 0.1 0.1
C -4.045790 0.118675 -1.953946 -0.1 0.1 0.2
H -4.812053 0.463654 1.332924 0.0 0.0 0.0
H -2.369363 0.884618 1.378409 0.0 0.0 0.0
H -2.058240 0.416713 -2.705483 0.0 0.0 0.0
H -4.469129 -0.096294 -2.924230 -0.1 0.0 0.0
C -2.252073 -3.007958 0.936084 -0.1 0.0 0.0
O -1.469775 -1.825159 1.073775 0.0 0.1 0.1
C -0.287571 -1.736255 0.386454 -0.1 0.1 0.0
C 0.312963 -2.961411 -0.217076 0.0 -0.1 -0.1
H -1.768365 -3.863371 1.409522 0.0 0.0 0.0
H -2.447128 -3.234137 -0.114264 0.0 0.0 0.0
H -3.195385 -2.813211 1.441586 0.0 0.0 0.0
H 0.416696 -3.776534 0.507429 0.0 0.0 0.0
H 1.311412 -2.743228 -0.594184 0.0 0.0 0.0
H -0.253609 -3.362767 -1.068921 0.0 0.0 0.0
```
Forces are in eV/Å.

Calculated values
Net charge: +1
Molecular weight, g mol⁻¹: 595.58
Kohn-Sham gap (alpha / beta), eV: 5.48 / 8.14
HOMO energy (alpha / beta), eV: -8.426 / -12.226
Multiplicity: 5

***

Entry from the Open Molecules 2025 dataset: an isolated ion of composition C3H9N3OP and charge +1 in a non-equilibrium geometry (ωB97M-V/def2-TZVPD).

```
17
Properties=species:S:1:pos:R:3:forces:R:3
C -1.937784 -0.591616 0.516683 2.5 -1.4 0.2
C -0.498794 -0.086430 0.410708 0.3 2.7 -0.4
C 2.518345 0.472174 -0.991479 0.6 -3.1 -0.9
N 3.751096 1.972761 0.378896 3.3 1.7 2.2
N 3.125854 1.279045 -0.376865 -1.7 0.5 -1.2
N 0.379876 -0.791147 -0.628552 -1.8 -2.8 -1.1
O 2.334375 -1.126261 1.213787 0.5 0.8 5.7
P 2.334784 -1.411190 -0.160702 -1.7 0.5 -5.5
H -1.781492 -1.594357 0.925801 -0.8 -0.4 -0.7
H -2.506679 -0.129944 1.260792 -0.5 1.3 1.3
H -2.476280 -0.474687 -0.383779 -0.5 -0.5 -1.1
H -0.006672 -0.071800 1.411802 -0.1 -0.3 -0.9
H -0.508689 0.982145 0.020526 0.1 -1.1 0.8
H 2.185403 0.386778 -2.010200 -0.2 0.5 -0.7
H 3.215644 2.573197 0.968638 -0.6 0.6 0.5
H -0.124157 -1.690507 -0.943268 0.7 1.5 0.8
H 0.412529 -0.259065 -1.524121 -0.3 -0.3 1.0
```
Forces are in eV/Å.

Calculated values
Net charge: +1
Molecular weight, g mol⁻¹: 134.10
Kohn-Sham gap (alpha / beta), eV: 7.37 / 6.82
HOMO energy (alpha / beta), eV: -11.339 / -14.725
Multiplicity: 3

***

Entry from the Open Molecules 2025 dataset: one molecule with the formula C3H7NO3 in a non-equilibrium geometry (ωB97M-V/def2-TZVPD).

```
14
Properties=species:S:1:pos:R:3:forces:R:3
C 0.049480 -0.354875 0.558006 -0.8 1.4 -0.6
C -1.059124 -1.375264 0.417884 -0.3 0.0 -0.1
C 0.728447 0.058888 -0.740236 0.7 -1.4 -1.8
N 1.835600 0.862330 -0.609709 -0.5 -0.1 0.2
O -0.425478 0.971678 1.049569 -0.3 -1.1 0.7
O -1.575539 1.388863 0.259868 1.3 0.0 0.1
O 0.391641 -0.374377 -1.843927 0.2 0.6 1.3
H -1.114320 2.048487 -0.292402 -0.5 -0.2 0.0
H 0.815513 -0.729160 1.245539 -0.2 0.6 0.3
H 2.080052 1.295938 0.270875 -0.1 -0.1 -0.3
H 2.323060 1.120524 -1.457732 -0.2 0.0 0.3
H -1.897617 -0.995743 -0.174487 0.3 0.1 0.0
H -0.694918 -2.276980 -0.086032 0.1 0.2 0.2
H -1.456799 -1.640310 1.402784 0.2 0.0 -0.1
```
Forces are in eV/Å.

Calculated values
Molecular weight, g mol⁻¹: 105.09
Kohn-Sham gap, eV: 10.55
SMILES: C[C@H](OO)C(N)=O
HOMO energy, eV: -9.805
Multiplicity: 1

***

Entry from the Open Molecules 2025 dataset: a 2-piece molecular cluster, C3H9N2O2 overall in a non-equilibrium geometry (ωB97M-V/def2-TZVPD).

```
16
Properties=species:S:1:pos:R:3:forces:R:3
C 0.913023 -1.174501 -1.924892 -0.1 0.4 -0.3
C -0.138589 -0.631350 -2.508149 0.2 -0.2 0.3
N 1.006244 -1.220454 -0.460917 -0.6 0.6 0.3
H 1.761381 -1.568265 -2.461321 0.0 -0.2 0.1
H -0.223225 -0.675305 -3.578840 0.1 0.2 -0.2
H -0.937630 -0.165733 -1.946290 -0.1 -0.1 0.0
H 1.717636 -0.609879 -0.050533 0.3 -0.1 -0.3
H 0.111422 -0.819775 -0.044678 0.1 -0.5 0.0
H 1.158204 -2.173091 -0.128414 -0.1 0.1 0.1
N -1.445242 1.730224 2.176227 0.0 0.3 0.1
C -0.748836 0.858729 1.447298 0.6 0.4 0.2
O 0.629753 1.030493 1.541386 -0.8 -0.5 0.6
O -1.210068 -0.017200 0.751904 0.2 -0.2 -0.6
H -0.962985 2.476127 2.649428 -0.1 0.1 -0.1
H -2.437913 1.823355 2.043468 -0.1 -0.2 0.1
H 0.806825 1.136624 2.494323 0.4 0.2 -0.4
```
Forces are in eV/Å.

Calculated values
Net charge: +1
Molecular weight, g mol⁻¹: 105.12
Kohn-Sham gap, eV: 11.88
HOMO energy, eV: -14.959
Multiplicity: 1